--- w ---
The following is a DFT calculation (ωB97M-V with the def2-TZVPD basis set) of C18H21N3O3S in the gas phase.

XYZ file:
```
46
Properties=species:S:1:pos:R:3:lowdin_charge:R:1
O -0.349 -2.228 0.844 0.06
C -0.165 -1.030 0.716 -0.34
C -1.140 -0.034 0.382 -0.11
C -0.732 1.290 0.315 -0.53
N 0.515 1.733 0.530 0.11
C 1.412 0.834 0.824 -0.32
N 2.669 1.251 1.130 0.08
H 3.407 0.565 1.020 0.10
C 3.084 2.593 0.784 -0.16
H 2.196 3.223 0.757 0.11
H 3.768 2.946 1.563 0.12
C 3.789 2.608 -0.578 -0.24
O 4.931 1.783 -0.585 -0.07
H 5.589 2.153 0.014 0.09
H 4.043 3.639 -0.855 0.12
H 3.121 2.195 -1.338 0.12
N 1.134 -0.503 0.920 0.09
C 2.175 -1.471 1.230 -0.04
C 3.268 -1.481 0.211 -0.29
C 4.625 -1.566 0.343 -0.03
C 5.152 -1.547 -0.971 -0.06
C 4.079 -1.446 -1.799 -0.11
O 2.937 -1.407 -1.095 0.06
H 3.998 -1.388 -2.866 0.12
H 6.183 -1.594 -1.252 0.10
H 5.177 -1.640 1.259 0.11
H 2.593 -1.282 2.224 0.15
H 1.654 -2.440 1.242 0.13
S -2.038 2.344 -0.079 1.11
C -3.147 0.983 -0.154 -0.47
C -2.537 -0.201 0.109 -0.20
C -3.211 -1.538 0.147 -0.13
H -3.177 -1.997 -0.845 0.13
C -4.657 -1.455 0.634 -0.19
C -5.647 -1.056 -0.461 -0.21
C -5.176 0.110 -1.330 -0.20
H -4.432 -0.237 -2.049 0.12
H -6.030 0.486 -1.899 0.11
C -4.570 1.256 -0.519 -0.21
H -4.597 2.178 -1.105 0.10
H -5.169 1.430 0.381 0.12
H -6.597 -0.794 0.011 0.11
H -5.832 -1.916 -1.110 0.11
H -4.958 -2.428 1.029 0.11
H -4.706 -0.741 1.459 0.12
H -2.631 -2.180 0.811 0.11
```

Its charge is 0. As for the HOMO-LUMO gap: 8.13 eV. For the LUMO energy, the calculation gives 0.024 Ha.

--- x ---
The following is a DFT calculation (ωB97M-V with the def2-TZVPD basis set) of C18H21N3O3S in the gas phase.

XYZ file:
```
46
Properties=species:S:1:pos:R:3:lowdin_charge:R:1
O 1.556 -2.681 0.709 0.08
C 1.071 -1.572 0.748 -0.48
N 1.769 -0.474 1.119 0.08
H 1.335 0.434 1.058 0.14
C 3.200 -0.503 1.342 -0.13
C 3.938 0.221 0.249 -0.19
C 3.700 -0.081 -1.088 -0.02
C 4.381 0.619 -2.068 -0.05
C 5.280 1.599 -1.672 -0.15
N 5.517 1.892 -0.405 0.06
C 4.861 1.223 0.525 -0.11
H 5.090 1.500 1.548 0.11
H 5.837 2.177 -2.397 0.10
H 4.219 0.410 -3.114 0.10
H 2.994 -0.857 -1.348 0.11
H 3.481 -1.562 1.354 0.13
H 3.432 -0.062 2.316 0.12
C -0.370 -1.276 0.352 -0.21
C -0.389 -1.047 -1.172 -0.14
N -1.719 -0.843 -1.675 -0.23
S -2.242 0.720 -1.861 0.67
O -3.498 0.663 -2.544 -0.27
O -1.151 1.449 -2.439 -0.28
C -2.528 1.389 -0.216 -0.27
C -3.761 1.224 0.382 -0.07
C -3.962 1.711 1.664 -0.06
C -2.931 2.356 2.328 -0.07
C -1.701 2.533 1.711 -0.07
C -1.499 2.047 0.429 -0.08
H -0.566 2.190 -0.095 0.11
H -0.907 3.052 2.226 0.11
H -3.088 2.733 3.327 0.11
H -4.922 1.590 2.143 0.11
H -4.548 0.736 -0.171 0.12
C -2.673 -1.869 -1.332 -0.18
C -2.705 -2.154 0.172 -0.16
C -1.296 -2.447 0.683 -0.14
H -1.312 -2.612 1.762 0.13
H -0.900 -3.349 0.213 0.12
H -3.358 -3.007 0.360 0.12
H -3.110 -1.291 0.704 0.10
H -3.641 -1.529 -1.700 0.11
H -2.393 -2.781 -1.871 0.13
H 0.192 -0.167 -1.457 0.12
H 0.038 -1.928 -1.664 0.15
H -0.722 -0.374 0.863 0.13
```

Its charge is 0. As for the HOMO-LUMO gap: 9.77 eV. For the LUMO energy, the calculation gives 0.013 Ha.

w ends up most stable, edging out the next structure by 5.6 kcal/mol.